[1]
{
  "formula": "CH11NO4",
  "method": "ωB97M-V with the def2-TZVPD basis set",
  "relative_energy_kj_mol": 113.8,
  "e_tot_ha": -400.37820,
  "spin_multiplicity": 1,
  "e_lumo_ev": 0.442,
  "fmax_ev_per_a": 4.23,
  "symbols": ["N", "C", "O", "H", "H", "H", "H", "H", "O", "H", "H", "O", "H", "H", "O", "H", "H"],
  "positions_angstrom": [[0.9032, -1.3256, -0.1026], [1.9038, -0.5509, -0.6969], [1.8269, 0.9070, -0.7567], [0.0710, -0.9817, -0.5766], [0.8977, -1.2805, 0.9257], [2.0518, -1.0028, -1.6130], [2.8776, -0.6635, -0.1535], [1.4652, 1.1257, 0.1290], [-0.1451, 0.3561, 1.8249], [-0.6535, 0.4558, 0.9111], [-0.9944, 0.1538, 2.3424], [-1.1283, 0.9903, -1.2403], [-1.6392, 1.4239, -1.9019], [-0.2161, 1.1774, -1.5395], [-2.6686, -0.5196, 0.8441], [-2.3444, -0.2976, -0.0114], [-2.3405, -1.3973, 1.0114]],
  "forces_ev_per_a": [[-0.54, 0.21, 0.46], [3.47, 0.45, 2.38], [-1.71, -0.57, 0.34], [-0.59, -0.68, 0.81], [-0.57, 0.38, -0.98], [0.36, 0.22, -2.64], [-0.74, -0.58, -0.23], [0.41, 0.21, -0.55], [-3.70, 0.08, -1.49], [1.79, -0.05, 2.56], [1.91, 0.52, -0.62], [1.13, -0.33, 0.26], [-1.00, 0.50, -0.68], [0.01, -0.23, 0.53], [-0.68, 0.07, 1.06], [0.37, 0.41, -1.28], [0.09, -0.60, 0.08]]
}

***

[2]
{
  "formula": "C5H14N2O",
  "method": "ωB97M-V with the def2-TZVPD basis set",
  "relative_energy_kj_mol": 308.4,
  "e_tot_ha": -383.58323,
  "spin_multiplicity": 1,
  "e_lumo_ev": 0.936,
  "fmax_ev_per_a": 5.37,
  "symbols": ["C", "C", "O", "C", "C", "N", "C", "N", "H", "H", "H", "H", "H", "H", "H", "H", "H", "H", "H", "H", "H", "H"],
  "positions_angstrom": [[-3.0151, -0.8870, 0.1398], [-1.9273, 0.1388, 0.3665], [-2.1557, 1.2205, -0.4970], [-0.2908, -0.6574, 0.3026], [0.5149, 0.2608, -0.4793], [0.6644, 1.5636, 0.0384], [2.1590, -0.6604, -0.2488], [3.1558, 0.3779, -0.0373], [-4.0005, -0.4549, 0.3285], [-2.9925, -1.2297, -0.8951], [-2.8864, -1.7423, 0.8013], [-1.9333, 0.4882, 1.4088], [-1.4846, 1.8900, -0.3050], [-0.4629, -1.6099, -0.1868], [0.0257, -0.7807, 1.3334], [0.2816, 0.2717, -1.5450], [1.1903, 2.1566, -0.5924], [1.1815, 1.5112, 0.9237], [2.2514, -1.3860, 0.5649], [2.2578, -1.2051, -1.1935], [3.8289, 0.0925, 0.6651], [3.6376, 0.6417, -0.8929]],
  "forces_ev_per_a": [[0.07, 0.19, 0.00], [1.81, -1.50, 1.11], [0.39, -0.30, -0.23], [-5.06, 1.81, -0.09], [4.25, -2.34, 0.32], [-0.27, 0.53, 0.65], [-1.24, 1.89, -1.58], [0.28, -0.40, -0.04], [0.03, 0.02, -0.03], [0.02, -0.06, -0.04], [0.05, -0.05, 0.01], [-0.19, -0.01, -0.13], [0.14, -0.09, 0.03], [0.26, -0.16, -0.02], [0.02, 0.03, 0.06], [0.08, -0.07, 0.16], [0.11, -0.11, 0.18], [-0.20, 0.28, -0.53], [-0.84, 0.27, 0.04], [0.24, 0.00, 0.09], [0.08, 0.17, -0.30], [-0.03, -0.08, 0.34]]
}

***

[3]
{
  "formula": "C23H30N2O5",
  "method": "ωB97M-V with the def2-TZVPD basis set",
  "relative_energy_kj_mol": 0.0,
  "e_tot_ha": -1380.19084,
  "spin_multiplicity": 1,
  "e_lumo_ev": 0.671,
  "fmax_ev_per_a": 0.68,
  "symbols": ["C", "O", "C", "C", "C", "C", "N", "C", "O", "C", "N", "C", "O", "O", "C", "C", "C", "C", "C", "C", "O", "C", "C", "C", "C", "C", "C", "C", "C", "C", "H", "H", "H", "H", "H", "H", "H", "H", "H", "H", "H", "H", "H", "H", "H", "H", "H", "H", "H", "H", "H", "H", "H", "H", "H", "H", "H", "H", "H", "H"],
  "positions_angstrom": [[-6.0046, -3.0965, 0.0294], [-5.5486, -2.1310, -0.8847], [-4.3086, -1.5921, -0.6973], [-3.4457, -1.9170, 0.3432], [-2.2117, -1.2992, 0.4337], [-1.8122, -0.3530, -0.5028], [-0.5612, 0.2458, -0.3255], [0.0687, 1.1469, -1.1161], [-0.3318, 1.5484, -2.1857], [1.4296, 1.5415, -0.4942], [2.3929, 0.4892, -0.7480], [2.4519, -0.6114, 0.0398], [1.7914, -0.7425, 1.0504], [3.3375, -1.4807, -0.4551], [3.5889, -2.7426, 0.2154], [2.3060, -3.5708, 0.2795], [4.1557, -2.4946, 1.6124], [4.6269, -3.4296, -0.6720], [1.9739, 2.9145, -0.9514], [2.3179, 2.9643, -2.4370], [1.0581, 3.9588, -0.7227], [0.6603, 4.1720, 0.6170], [-0.5426, 3.3528, 1.0226], [-0.5644, 2.6268, 2.2053], [-1.6796, 1.8797, 2.5461], [-2.7802, 1.8526, 1.7077], [-2.7654, 2.5772, 0.5274], [-1.6528, 3.3236, 0.1869], [-2.6744, -0.0317, -1.5489], [-3.9047, -0.6449, -1.6388], [-6.0773, -2.6897, 1.0436], [-5.3580, -3.9804, 0.0386], [-6.9977, -3.3823, -0.3139], [-3.7197, -2.6454, 1.0901], [-1.5472, -1.5523, 1.2476], [-0.0558, -0.0732, 0.4965], [1.2977, 1.5709, 0.5937], [2.8416, 0.4514, -1.6489], [1.8801, -3.6785, -0.7158], [1.5763, -3.0869, 0.9226], [2.5280, -4.5569, 0.6772], [4.4144, -3.4425, 2.0755], [3.4206, -1.9879, 2.2315], [5.0488, -1.8766, 1.5490], [4.8965, -4.3928, -0.2497], [4.2238, -3.5791, -1.6700], [5.5182, -2.8127, -0.7483], [2.8891, 3.1003, -0.3546], [3.1741, 2.3343, -2.6619], [2.5599, 3.9902, -2.6997], [1.4561, 2.6502, -3.0167], [1.5014, 3.9945, 1.3029], [0.3978, 5.2360, 0.6640], [0.2931, 2.6444, 2.8644], [-1.6853, 1.3155, 3.4672], [-3.6469, 1.2640, 1.9694], [-3.6215, 2.5547, -0.1297], [-1.6229, 3.8792, -0.7377], [-2.3742, 0.6981, -2.2813], [-4.5824, -0.4030, -2.4421]],
  "forces_ev_per_a": [[-0.05, -0.12, 0.11], [0.09, 0.18, -0.18], [0.10, 0.14, -0.07], [-0.31, -0.13, -0.03], [0.15, 0.18, -0.23], [-0.20, -0.26, -0.13], [-0.02, -0.22, 0.36], [0.44, -0.04, 0.44], [-0.18, 0.13, -0.34], [-0.17, 0.22, 0.11], [0.17, 0.29, -0.27], [0.13, 0.22, -0.21], [-0.09, -0.18, 0.36], [0.09, 0.03, -0.13], [0.06, -0.59, 0.34], [0.09, 0.30, -0.03], [-0.17, 0.17, -0.23], [-0.29, 0.34, 0.12], [0.27, -0.34, -0.12], [-0.20, 0.07, 0.31], [-0.17, 0.05, -0.11], [-0.01, 0.20, 0.12], [0.10, 0.02, 0.03], [0.05, 0.14, -0.08], [-0.07, -0.07, 0.09], [-0.06, 0.01, 0.09], [-0.06, 0.10, -0.01], [0.02, 0.07, 0.08], [0.07, 0.04, -0.06], [-0.19, -0.25, 0.22], [0.02, -0.02, -0.03], [-0.01, 0.03, 0.02], [0.06, -0.02, 0.07], [-0.05, -0.07, 0.05], [0.07, -0.03, 0.11], [0.03, 0.21, -0.16], [0.03, 0.00, -0.22], [0.01, -0.09, 0.05], [-0.03, -0.06, -0.10], [-0.04, -0.05, 0.03], [0.05, -0.13, 0.02], [0.06, -0.12, 0.03], [0.01, -0.02, 0.07], [0.12, 0.03, 0.01], [0.02, -0.10, 0.06], [-0.03, -0.05, -0.11], [0.12, 0.04, 0.00], [-0.19, -0.08, -0.08], [0.14, -0.05, -0.07], [0.13, 0.06, -0.02], [0.01, -0.02, -0.08], [-0.07, 0.02, -0.02], [0.11, -0.14, 0.07], [0.12, -0.01, 0.04], [-0.01, -0.06, 0.08], [-0.07, -0.07, 0.01], [-0.08, -0.01, -0.07], [-0.02, 0.03, -0.14], [0.01, 0.03, -0.04], [-0.08, 0.04, -0.11]]
}

***

[4]
{
  "formula": "C3H9NO3",
  "method": "ωB97M-V with the def2-TZVPD basis set",
  "relative_energy_kj_mol": 143.3,
  "e_tot_ha": -400.16689,
  "spin_multiplicity": 1,
  "e_lumo_ev": 0.742,
  "fmax_ev_per_a": 2.16,
  "symbols": ["C", "N", "C", "C", "O", "O", "H", "H", "H", "H", "H", "H", "H", "O", "H", "H"],
  "positions_angstrom": [[-0.9854, -0.7192, 0.1705], [-1.4581, 0.3426, -0.7660], [-0.3293, 0.9522, -1.4515], [-0.7316, 1.2069, -2.8814], [-1.4310, 0.5515, -3.6032], [0.1053, 2.1503, -3.4438], [-1.8413, -1.3056, 0.4723], [-0.3602, -0.3498, 0.9969], [-0.1992, -1.3483, -0.2759], [-1.9315, -0.1477, -1.5220], [0.5758, 0.3483, -1.6360], [-0.0848, 1.9285, -1.0263], [0.1063, 1.8667, -4.3698], [2.5847, -1.9400, 6.2157], [3.4928, -2.2228, 6.1811], [2.4875, -1.3137, 6.9394]],
  "forces_ev_per_a": [[0.94, 0.50, -0.55], [1.22, -1.21, 0.33], [-1.30, 0.99, -0.54], [1.75, 0.42, -1.19], [-0.59, -0.15, 0.67], [-0.44, -0.68, 0.37], [0.07, -0.13, 0.40], [-1.02, 0.53, 0.23], [-0.54, -0.42, -0.55], [-0.38, -0.06, 0.27], [-0.07, -0.08, 0.64], [0.38, -0.27, 0.17], [-0.03, 0.55, -0.23], [-0.73, 0.09, -0.15], [0.48, 0.02, 0.18], [0.25, -0.10, -0.03]]
}

***

[5]
{
  "formula": "C5H9N",
  "method": "ωB97M-V with the def2-TZVPD basis set",
  "relative_energy_kj_mol": 115.2,
  "e_tot_ha": -250.62305,
  "spin_multiplicity": 1,
  "e_lumo_ev": 0.739,
  "fmax_ev_per_a": 2.40,
  "symbols": ["H", "N", "C", "C", "C", "C", "C", "H", "H", "H", "H", "H", "H", "H", "H"],
  "positions_angstrom": [[2.1474, -1.4794, -0.4166], [2.5899, -0.6078, -0.1304], [1.8907, 0.4425, -0.1135], [0.4461, 0.5360, 0.0892], [-0.1388, 1.7230, 0.2233], [-0.2935, -0.8492, -0.0125], [-1.8075, -0.7206, -0.0164], [2.4369, 1.3831, -0.0681], [0.4384, 2.6348, 0.2018], [-1.1989, 1.8426, 0.3689], [0.0319, -1.4336, 0.8527], [0.0183, -1.3864, -0.9127], [-2.1432, -0.1289, -0.8655], [-2.1580, -0.2483, 0.8983], [-2.2597, -1.7079, -0.0985]],
  "forces_ev_per_a": [[-0.58, 0.12, 0.87], [1.14, -0.05, -1.44], [0.24, -0.02, 1.07], [-1.11, -1.57, -1.45], [0.04, -0.23, 0.10], [0.18, 1.54, 0.57], [0.16, -0.13, -0.02], [0.04, 0.20, 0.20], [0.19, 0.06, 0.06], [-0.20, -0.07, 0.00], [0.00, -0.12, -0.11], [0.20, 0.20, 0.06], [-0.06, 0.07, -0.04], [-0.13, 0.00, 0.06], [-0.10, 0.00, 0.07]]
}

***

[6]
{
  "formula": "C7H16N2O",
  "method": "ωB97M-V with the def2-TZVPD basis set",
  "relative_energy_kj_mol": 520.6,
  "e_tot_ha": -460.90556,
  "spin_multiplicity": 1,
  "e_lumo_ev": [0.615, 0.615],
  "fmax_ev_per_a": 4.49,
  "symbols": ["C", "C", "C", "C", "C", "C", "C", "N", "O", "N", "H", "H", "H", "H", "H", "H", "H", "H", "H", "H", "H", "H", "H", "H", "H", "H"],
  "positions_angstrom": [[-0.8897, 0.6138, 0.2783], [-0.0903, -0.4141, -0.2991], [-2.4226, -0.9157, 0.1576], [0.4512, -1.5456, 0.5400], [-0.1869, -0.7244, -1.7738], [2.5193, 0.9210, 0.8690], [1.5810, 0.9497, -0.3043], [-0.8603, 0.9252, 1.6100], [-1.3244, 1.6830, -0.4437], [1.8479, 1.7212, -1.2657], [-1.1055, 1.6003, -1.3787], [-1.4739, 1.6722, 1.8982], [-0.4800, 0.2895, 2.2913], [1.1421, 1.7282, -2.0071], [-2.4663, -1.7246, -0.5668], [-3.2310, -0.2108, -0.0245], [-2.4552, -1.3073, 1.1718], [0.6206, -1.2493, 1.5741], [1.4045, -1.8753, 0.1251], [-0.2288, -2.3987, 0.5337], [-0.8115, -0.0299, -2.3373], [-0.6236, -1.7113, -1.9264], [0.8057, -0.7123, -2.2268], [1.9861, 1.1538, 1.7917], [2.9557, -0.0749, 0.9772], [3.3358, 1.6364, 0.7363]],
  "forces_ev_per_a": [[-3.12, -2.08, 0.11], [3.97, 2.07, -0.34], [0.12, 1.38, 0.21], [-0.18, 0.18, -0.01], [-0.08, 0.08, -0.01], [0.03, -0.20, 0.07], [-0.58, -1.17, -0.41], [0.47, 0.48, -0.27], [0.13, -0.17, 0.32], [-0.35, 0.16, 0.13], [0.00, -0.21, 0.17], [0.17, -0.25, 0.11], [-0.35, 0.11, -0.21], [0.15, -0.28, -0.03], [0.23, 0.01, -0.16], [-0.21, -0.08, 0.10], [0.01, 0.05, 0.07], [0.08, -0.06, -0.01], [-0.04, 0.03, 0.02], [-0.09, 0.03, 0.00], [-0.05, 0.02, 0.03], [-0.02, -0.01, 0.05], [-0.06, -0.05, 0.06], [-0.01, -0.02, 0.00], [-0.05, -0.02, 0.07], [-0.14, 0.00, -0.07]]
}